# 1
{"formula": "C3H7N", "method": "ωB97M-V/def2-TZVPD", "lumo_ev": [4.1282, 4.1195], "relative_energy_ev": 1.053, "spin_multiplicity": 2, "s2": 0.754, "total_energy_ev": -4711.310, "total_charge": -1, "e_homo_ev": [1.008, -3.027], "species": ["C", "C", "H", "H", "H", "H", "C", "N", "H", "H", "H"], "xyz": [[0.6965, -1.3545, -0.3157], [0.6822, -2.5700, 0.2086], [1.0725, -0.4968, 0.2267], [0.3754, -1.1475, -1.3240], [1.1304, -2.8604, 1.1491], [0.2912, -3.3700, -0.4141], [-0.8356, 2.7051, -0.1776], [-0.7874, 1.3733, 0.1577], [-0.9281, 3.5013, 0.5670], [-0.6985, 2.9589, -1.2260], [-0.9987, 1.2606, 1.1483]], "forces_ev_per_a": [[0.623, 0.241, 0.507], [0.025, -0.420, -0.891], [-0.112, 0.114, -0.070], [-0.350, 0.005, 0.030], [-0.211, 0.256, 0.210], [-0.004, -0.219, 0.224], [-0.093, -0.338, 0.225], [0.024, -0.086, -0.167], [0.020, 0.100, -0.196], [0.053, 0.217, 0.075], [0.025, 0.131, 0.055]], "lowdin_charge": [-0.108, -0.120, 0.021, 0.039, 0.024, 0.021, -0.431, -0.225, -0.068, -0.073, -0.080]}



# 2
{"formula": "C3H7N", "method": "ωB97M-V/def2-TZVPD", "lumo_ev": 1.1486, "relative_energy_ev": 2.860, "smiles": "NC1CC1", "total_energy_ev": -4711.297, "e_homo_ev": -9.109, "species": ["C", "C", "C", "H", "H", "H", "H", "H", "H", "H", "N"], "xyz": [[0.1383, 0.0748, 0.4672], [0.5812, -0.6610, -0.8597], [-0.7829, -0.6710, -0.2050], [-0.6136, 1.9833, 1.0979], [1.0080, 1.6961, 0.8898], [0.2848, -0.7058, 1.3129], [0.6248, 0.0625, -1.7945], [1.2678, -1.3606, -0.6731], [-1.1521, -1.6219, 0.4561], [-1.4529, -0.2979, -1.1738], [0.0967, 1.5015, 0.4824]], "forces_ev_per_a": [[1.801, 0.237, 1.222], [-2.023, 4.650, -0.114], [-6.098, -4.596, -4.634], [0.842, -1.290, -0.780], [-0.098, 1.018, -0.185], [1.068, 2.516, -0.273], [0.146, -1.887, 2.194], [2.540, -2.674, 0.079], [0.353, 2.142, -2.534], [0.906, -0.676, 3.454], [0.563, 0.561, 1.570]], "lowdin_charge": [-0.494, -0.092, -0.256, 0.100, 0.070, 0.161, 0.141, 0.024, 0.144, 0.161, 0.040]}



# 3
{"formula": "C3H7N", "method": "ωB97M-V/def2-TZVPD", "lumo_ev": 1.2109, "relative_energy_ev": 0.979, "smiles": "NC1CC1", "total_energy_ev": -4713.178, "e_homo_ev": -9.467, "species": ["C", "C", "C", "H", "H", "H", "H", "H", "H", "H", "N"], "xyz": [[0.3188, -0.0931, 0.4158], [-0.9044, -0.7777, -0.2204], [-0.8831, 0.6940, -0.1300], [1.9533, 0.9287, -0.1633], [2.2967, -0.6697, 0.1646], [0.4140, -0.1809, 1.5397], [-0.8110, -1.2216, -1.1969], [-1.6259, -1.1995, 0.4304], [-1.5268, 1.2296, 0.5564], [-0.7815, 1.3500, -1.0527], [1.5497, -0.0599, -0.3436]], "forces_ev_per_a": [[-1.356, -0.270, 0.513], [0.605, 0.403, 0.125], [0.940, 1.949, -0.987], [-0.730, -1.983, -0.652], [-1.863, 1.112, -1.272], [-0.307, 0.197, -1.351], [0.202, -0.131, -0.057], [-0.346, -0.811, 0.492], [-0.009, -0.387, 0.318], [0.315, -1.235, 1.056], [2.548, 1.156, 1.815]], "lowdin_charge": [-0.395, -0.140, -0.163, 0.099, 0.103, 0.138, 0.097, 0.079, 0.084, 0.118, -0.020]}